*A*
14
Properties=species:S:1:pos:R:3:nbo_charge:R:1 method="wB97M-V/def2-TZVPD" spin_multiplicity=1 homo_energy_ev=-8.493 homo_lumo_gap_ev=9.17 lumo_ev=0.67
C 1.22 -0.75 -1.30 -0.413
N 0.52 -0.94 -0.02 -0.628
C -0.41 -0.10 0.54 0.556
N -1.31 0.62 -0.01 -0.742
S -1.38 0.79 -1.72 0.144
N -0.36 -0.16 1.92 -0.318
O -1.07 0.88 2.51 -0.576
H 0.44 -0.77 -2.08 0.221
H 1.76 0.24 -1.40 0.190
H 1.94 -1.57 -1.34 0.204
H 1.02 -1.51 0.64 0.387
H -1.36 2.13 -1.75 0.116
H 0.60 -0.10 2.27 0.361
H -1.63 1.24 1.73 0.496

*B*
14
Properties=species:S:1:pos:R:3:nbo_charge:R:1 method="wB97M-V/def2-TZVPD" spin_multiplicity=1 homo_energy_ev=-8.881 smiles="CN(N)C(=S)NO" homo_lumo_gap_ev=9.36 lumo_ev=0.48
C 0.53 -1.33 0.29 -0.469
N -0.52 -0.25 0.25 -0.267
N -1.85 -0.57 0.68 -0.627
C -0.20 0.79 -0.56 0.213
S -1.30 2.01 -0.91 -0.252
N 1.07 0.85 -1.10 -0.349
O 2.10 0.68 -0.19 -0.564
H 0.55 -1.59 1.47 0.216
H -0.07 -2.33 -0.27 0.203
H 1.56 -1.05 -0.19 0.283
H -2.15 0.17 1.32 0.375
H -2.44 -0.48 -0.23 0.374
H 0.77 1.94 -1.16 0.399
H 1.96 1.15 0.62 0.463

Top of the stability list: *A*, leading by 221.0 kJ/mol.

*A*
14
Properties=species:S:1:pos:R:3:nbo_charge:R:1 method="wB97M-V/def2-TZVPD" spin_multiplicity=1 homo_energy_ev=-9.375 homo_lumo_gap_ev=10.12 lumo_ev=0.75
H -1.72 1.86 -0.21 0.357
N -0.73 1.94 -0.05 -0.739
C -0.14 0.81 -0.05 0.549
N -0.64 -0.49 -0.11 -0.793
S -2.31 -0.75 -0.06 0.195
N 1.32 0.82 -0.10 -0.354
O 1.87 -0.28 0.57 -0.424
C 2.83 -0.89 -0.28 -0.249
H 0.00 -1.22 0.20 0.421
H -2.64 -0.54 1.25 0.096
H 1.62 1.69 0.39 0.377
H 2.25 -1.15 -1.16 0.182
H 3.12 -1.74 0.34 0.197
H 3.61 -0.15 -0.56 0.186

*B*
14
Properties=species:S:1:pos:R:3:nbo_charge:R:1 method="wB97M-V/def2-TZVPD" spin_multiplicity=1 homo_energy_ev=-8.887 smiles="[H]/N=C(/NS)NOC" homo_lumo_gap_ev=9.64 lumo_ev=0.75
H -0.43 -2.94 0.65 0.345
N -0.95 -2.06 0.81 -0.726
C -0.32 -1.02 0.40 0.542
N -1.04 0.21 0.42 -0.787
S -1.25 1.15 -1.02 0.171
N 0.94 -0.95 -0.24 -0.338
O 1.59 0.26 -0.37 -0.373
C 1.93 0.80 0.93 -0.288
H -1.98 0.11 0.76 0.410
H -0.22 1.98 -0.91 0.105
H 1.63 -1.63 0.13 0.362
H 2.58 1.65 0.70 0.201
H 1.03 1.20 1.46 0.198
H 2.44 0.06 1.59 0.177

Top of the stability list: *A*, leading by 41.3 kJ/mol.

*A*
16
Properties=species:S:1:pos:R:3:nbo_charge:R:1 method="wB97M-V/def2-TZVPD" spin_multiplicity=1 homo_energy_ev=-9.335 smiles=SS.O.O.O.O homo_lumo_gap_ev=9.47 lumo_ev=0.14
S -1.97 -2.04 -1.41 -0.139
S -2.99 -0.43 -0.63 -0.137
H -1.27 -1.40 -2.35 0.115
H -2.20 -0.13 0.42 0.158
O 2.54 0.34 -0.98 -0.934
H 3.22 0.93 -1.30 0.466
H 2.12 0.05 -1.81 0.468
O -0.23 2.04 -0.37 -0.940
H -0.78 2.80 -0.13 0.469
H 0.61 2.47 -0.55 0.476
O -1.40 1.08 2.31 -0.968
H -0.94 1.04 3.17 0.478
H -0.78 1.42 1.65 0.489
O 1.31 -2.83 1.07 -0.930
H 0.67 -2.52 0.41 0.467
H 2.09 -2.83 0.50 0.461

*B*
16
Properties=species:S:1:pos:R:3:nbo_charge:R:1 method="wB97M-V/def2-TZVPD" spin_multiplicity=1 homo_energy_ev=-9.666 homo_lumo_gap_ev=3.03 lumo_ev=-6.64
S 0.33 2.21 1.38 -0.117
S -1.22 -2.54 -0.15 -0.171
H -0.22 2.49 2.60 0.140
H -2.42 -2.80 -0.73 0.143
H 0.70 -0.41 1.58 0.455
H 0.54 -1.68 1.08 0.446
O 1.23 -1.22 1.54 -0.900
H -1.43 1.40 0.51 0.445
H -1.99 -0.13 0.35 0.482
O -2.20 0.84 0.28 -0.883
H 0.32 -2.92 -1.50 0.454
H 1.02 -3.88 -2.57 0.461
O 1.18 -3.09 -2.10 -0.958
H 2.01 4.35 -0.53 0.468
H 0.72 3.47 -0.61 0.471
O 1.43 3.91 -1.12 -0.936

*C*
16
Properties=species:S:1:pos:R:3:nbo_charge:R:1 method="wB97M-V/def2-TZVPD" spin_multiplicity=1 homo_energy_ev=-9.256 smiles=SS.O.O.O.O homo_lumo_gap_ev=9.20 lumo_ev=-0.06
S -1.27 0.63 -1.44 -0.163
S -3.18 0.13 -0.77 -0.121
H -1.59 1.17 -2.64 0.140
H -2.88 -1.19 -0.65 0.143
O 2.34 2.03 -1.16 -0.946
H 1.78 1.65 -1.86 0.473
H 3.20 1.61 -1.23 0.473
O -0.35 -1.05 1.78 -0.954
H -1.00 -0.84 2.43 0.476
H -0.48 -0.46 1.05 0.477
O 0.75 -3.84 -0.16 -0.941
H 0.31 -3.61 0.67 0.477
H 1.31 -3.08 -0.31 0.464
O 0.00 2.08 1.49 -0.946
H 0.13 3.01 1.31 0.471
H 0.93 1.77 1.50 0.476

*D*
16
Properties=species:S:1:pos:R:3:nbo_charge:R:1 method="wB97M-V/def2-TZVPD" spin_multiplicity=1 homo_energy_ev=-9.562 smiles=SS.O.O.O.O homo_lumo_gap_ev=9.61 lumo_ev=0.04
S 3.46 -0.53 0.08 -0.100
S 2.26 0.98 -0.80 -0.138
H 4.52 0.16 0.27 0.112
H 2.31 0.67 -2.11 0.127
O -3.50 -1.08 -1.24 -0.928
H -4.06 -1.82 -1.01 0.461
H -2.88 -1.61 -1.85 0.468
O -1.66 1.67 -0.56 -0.958
H -2.21 1.91 0.15 0.482
H -1.36 2.47 -1.05 0.484
O -1.06 -0.82 0.64 -0.984
H -1.17 -0.17 -0.08 0.507
H -0.76 -0.40 1.48 0.468
O -3.69 -0.59 2.58 -0.938
H -2.91 -0.90 2.89 0.457
H -3.68 -0.91 1.65 0.481

Top of the stability list: *A*, leading by 12.2 kJ/mol.